Entry 1:
{
  "formula": "C43H56BCrGeN10PS",
  "method": "wB97M-V/def2-TZVPD",
  "elements": ["H", "H", "H", "C", "H", "C", "C", "Ge", "H", "C", "H", "H", "N", "H", "Cr", "H", "C", "H", "H", "C", "N", "H", "H", "C", "H", "C", "H", "C", "N", "H", "H", "H", "H", "H", "C", "H", "H", "C", "H", "C", "H", "C", "H", "H", "C", "S", "H", "H", "C", "H", "H", "C", "H", "C", "C", "P", "N", "C", "N", "H", "C", "C", "C", "H", "C", "H", "H", "H", "H", "H", "C", "C", "C", "C", "H", "C", "C", "N", "H", "C", "H", "H", "H", "C", "C", "B", "H", "C", "N", "H", "H", "C", "H", "H", "C", "H", "C", "N", "H", "C", "H", "H", "H", "C", "C", "H", "C", "N", "C", "C", "N", "C", "H", "H"],
  "coordinates": [[-0.715525, -1.860889, 4.848351], [-5.553351, 4.394206, 2.133002], [-0.979448, 4.740841, 2.916889], [0.979488, 4.213443, -0.727075], [-4.302441, -3.314609, -3.217718], [-3.723474, 3.656694, 1.316484], [-5.213779, 1.502409, 0.415332], [-0.643298, 4.328210, 0.390080], [3.044572, 0.124158, -4.506726], [-0.682084, 1.237823, -2.971539], [7.539639, 1.985989, -2.300845], [-6.902422, 2.490062, 1.319132], [-2.590399, -3.865617, -2.095505], [-0.350699, 2.687094, -4.629986], [0.137137, -0.552069, 0.097847], [4.147497, -1.811504, -2.755013], [-1.661259, -3.401137, -3.111549], [-2.044269, 5.652774, -1.358581], [0.724806, 4.417622, 2.592794], [-5.075595, 3.602328, 1.567797], [5.115682, 0.998083, -2.189841], [-3.143553, -2.581043, 1.844124], [-4.241209, -1.824914, 0.696093], [-0.174551, -1.348211, 2.823032], [-2.091388, -2.597235, -3.722760], [2.007164, 1.705540, 1.600789], [-5.806528, 0.665176, 0.063841], [0.046236, 2.064080, -3.846479], [1.402508, 1.024661, -2.458979], [1.596132, 3.347312, -0.487776], [7.936535, 0.337737, -2.777074], [-3.134905, 4.492259, 1.676203], [-1.227096, 1.852631, -0.228122], [1.204134, 0.840648, 3.353293], [-2.178723, 0.358070, 3.871051], [0.108277, 1.959545, 2.537872], [-0.913053, 6.714982, -0.511828], [-3.933397, -2.781119, 1.110882], [-4.783951, -3.248132, 1.613926], [1.206690, -2.648666, 4.312346], [-5.203311, 1.120417, 5.245374], [-1.953157, 1.107861, 6.169395], [-2.464568, 0.741243, -4.015093], [2.245817, 2.372314, -3.861484], [-2.160744, 1.041379, -3.010405], [-1.966924, -1.590775, -0.790558], [4.599072, 2.095478, -0.347155], [2.700106, -2.314960, 1.297627], [1.357220, 1.901574, -3.479030], [0.689665, 4.140024, -1.775013], [-4.147417, -5.457140, 0.855189], [-5.840489, 2.531193, 1.112756], [7.808783, 1.596322, -4.013597], [-3.055314, 2.628874, 0.600265], [-3.856695, 1.536133, 0.173967], [-1.550046, -0.300280, 2.289856], [2.491554, -1.091072, -1.631575], [1.148592, 1.785506, 2.811264], [3.882004, 0.690159, -2.638218], [3.786625, 2.940116, 2.116521], [5.224278, 0.579096, -4.389797], [-1.616101, 5.889905, -0.384095], [-4.128766, 0.985877, 5.182037], [-2.464665, 0.274996, -2.309383], [0.753506, -1.517319, 1.769983], [5.610333, 0.456184, -5.387570], [0.042433, 6.007498, 2.224936], [-3.768575, 1.581405, 7.219950], [-4.585881, -4.479917, -1.909063], [3.101566, -3.272387, 3.521460], [3.261187, -2.043893, -2.190923], [2.724679, -3.270934, -1.876495], [5.933606, 0.940690, -3.226813], [-3.562626, 0.530516, 4.002941], [-1.318411, 1.324373, 7.022290], [0.681340, -3.975599, -0.446842], [0.033122, -1.949429, 4.070557], [0.150931, 0.622573, -2.129769], [-0.305740, 0.620503, 4.905337], [-2.650050, -3.113904, -0.915592], [-2.894413, -5.602027, -0.393919], [-2.420238, 6.229954, 0.268524], [1.263553, -4.690364, 0.135512], [-1.682693, 2.703903, 0.285209], [-3.888224, -4.182049, -2.685425], [2.653361, 0.455398, -1.748914], [0.113742, -4.532771, -1.195364], [3.264062, 2.301305, 1.425493], [1.469693, -1.666637, -0.968700], [-3.379628, 0.739309, -0.376645], [-2.463494, -5.052080, 1.242227], [1.930690, -2.205487, 2.059850], [1.487606, 2.585821, 3.469731], [-0.755459, -3.018102, -2.651404], [3.928618, 0.417506, -3.966186], [1.591203, 5.110051, -0.613198], [-3.329502, 1.255159, 6.284600], [-3.503421, -3.651066, 0.031473], [3.081891, -4.242938, -2.170584], [-1.382742, 0.688449, 4.977858], [1.380533, -3.098755, 5.284383], [-2.674709, 1.972150, -2.761296], [-3.760995, -5.001685, -3.394634], [2.169419, -2.755522, 3.316832], [7.390431, 1.234842, -3.075058], [-4.191566, 0.293308, 3.157912], [-3.230449, -5.015762, 0.458884], [2.743025, 1.098271, -0.347467], [-0.159414, 4.935510, 2.224062], [1.595325, -2.988664, -1.094069], [1.694916, 0.988946, 0.518082], [3.693162, 1.893060, 0.187092], [-0.012059, -3.463362, 0.216076], [-1.413968, -4.242522, -3.763709]],
  "forces_ev_per_angstrom": [[0.00, 0.03, 0.05], [0.04, 0.03, -0.01], [0.01, -0.03, 0.03], [-0.15, -0.19, 0.11], [0.06, 0.02, 0.02], [0.29, -0.08, -0.06], [-0.11, -0.06, 0.00], [0.52, 0.80, -0.03], [-0.01, -0.01, 0.00], [0.29, 0.04, -0.15], [0.04, 0.02, -0.02], [0.00, 0.01, -0.02], [0.19, 0.40, 0.21], [0.02, 0.03, -0.01], [0.13, 0.85, 0.23], [-0.02, 0.11, 0.01], [0.12, -0.17, -0.09], [-0.01, -0.04, -0.01], [-0.04, 0.02, -0.05], [-0.16, 0.05, 0.09], [0.26, 0.03, 0.21], [0.01, 0.07, -0.08], [0.02, 0.07, 0.08], [0.05, 0.10, -0.04], [-0.01, 0.03, 0.08], [0.20, -0.07, -0.23], [0.07, -0.04, -0.02], [-0.11, -0.02, 0.02], [0.03, 0.07, -0.25], [-0.07, 0.06, 0.02], [0.04, 0.01, -0.04], [-0.09, 0.02, 0.06], [-0.19, 0.24, 0.14], [-0.08, -0.02, 0.00], [0.18, 0.25, -0.13], [-0.05, -0.10, 0.10], [0.07, -0.03, 0.02], [-0.07, -0.04, 0.19], [0.01, -0.06, -0.06], [-0.01, -0.01, 0.05], [0.00, -0.03, 0.00], [0.05, 0.00, 0.07], [-0.03, -0.01, 0.02], [0.04, -0.06, 0.02], [0.11, 0.15, 0.17], [-0.68, -1.01, -0.29], [0.07, -0.01, -0.06], [-0.01, -0.01, -0.01], [-0.05, 0.13, 0.06], [-0.07, -0.03, -0.06], [0.03, -0.02, 0.00], [0.09, -0.01, 0.06], [0.04, 0.02, 0.01], [-0.43, -0.05, 0.01], [0.17, 0.14, 0.02], [-0.57, -0.35, 0.04], [0.15, -0.03, -0.20], [0.02, -0.01, -0.04], [-0.10, 0.05, -0.35], [-0.01, 0.01, 0.03], [0.00, -0.08, -0.04], [-0.04, -0.29, 0.13], [-0.09, 0.04, 0.03], [-0.09, -0.04, -0.05], [0.00, -0.39, 0.55], [-0.02, -0.01, -0.02], [-0.01, 0.02, -0.11], [-0.01, 0.01, -0.01], [-0.02, -0.05, -0.06], [0.01, 0.00, -0.02], [0.04, -0.16, 0.09], [-0.07, 0.00, -0.03], [-0.22, 0.03, -0.01], [0.11, 0.17, 0.11], [0.02, 0.03, -0.02], [-0.06, 0.11, -0.03], [0.07, -0.04, -0.11], [-0.32, -0.05, 0.22], [-0.01, -0.11, 0.01], [-0.66, 0.66, -0.35], [0.01, -0.03, 0.06], [-0.03, 0.00, -0.01], [-0.01, 0.03, 0.06], [0.19, -0.05, -0.21], [0.06, -0.35, 0.10], [-0.19, -0.07, 0.43], [0.00, -0.02, -0.02], [0.04, 0.00, 0.01], [0.29, -0.72, -0.32], [0.00, -0.12, 0.09], [-0.01, 0.10, -0.02], [-0.04, -0.03, -0.09], [0.09, -0.03, -0.03], [0.02, -0.03, -0.04], [0.03, 0.06, 0.01], [-0.06, 0.04, 0.10], [-0.02, 0.05, 0.04], [0.75, 0.18, -0.02], [0.07, 0.00, 0.03], [-0.16, 0.11, 0.04], [-0.01, -0.01, 0.00], [-0.03, -0.01, 0.00], [-0.07, 0.02, -0.02], [0.12, -0.08, 0.05], [-0.07, -0.06, 0.08], [-0.12, -0.04, -0.14], [-0.21, -0.25, -0.15], [0.34, 0.20, 0.05], [-0.12, -0.25, -0.21], [0.17, 0.05, -0.12], [0.10, 0.30, -0.01], [-0.07, -0.05, 0.03], [0.03, -0.07, 0.07], [-0.02, 0.02, -0.02]],
  "homo_energy_ev": [-2.453, -2.459],
  "spin_multiplicity": 6,
  "de_lowest_ev": 0.206,
  "total_charge": -1
}


Entry 2:
{
  "formula": "C43H56FeN4O11P3Se",
  "method": "wB97M-V/def2-TZVPD",
  "elements": ["C", "H", "C", "C", "N", "C", "O", "H", "H", "H", "C", "H", "C", "O", "N", "H", "C", "H", "C", "H", "C", "O", "C", "C", "H", "H", "C", "H", "H", "C", "C", "C", "H", "H", "P", "H", "H", "Fe", "C", "C", "H", "C", "H", "C", "H", "P", "C", "H", "H", "C", "H", "C", "H", "C", "H", "H", "C", "H", "C", "C", "H", "H", "O", "C", "H", "H", "C", "O", "O", "H", "C", "H", "O", "H", "H", "Se", "H", "H", "C", "H", "C", "H", "O", "C", "H", "O", "C", "C", "C", "H", "H", "O", "H", "C", "H", "H", "C", "H", "H", "H", "C", "C", "H", "C", "H", "C", "O", "H", "H", "H", "N", "H", "N", "H", "C", "P", "H", "C", "H"],
  "coordinates": [[-4.233890, 1.349280, 0.390291], [-5.284879, -2.377301, -2.589065], [0.760670, 2.948746, -1.907678], [-5.448507, -2.524801, 6.933012], [-3.726140, -1.736672, 3.300177], [-4.438971, -2.137203, 4.398728], [1.991138, 0.182202, -3.702848], [-0.034212, -3.696130, 0.756522], [5.977363, -2.366225, -2.985758], [6.866034, -0.886677, -2.579020], [4.660492, 0.700080, -2.124090], [5.251135, -2.351916, -0.608792], [-0.257482, -1.718463, -4.592757], [3.222210, -2.693223, 2.862252], [-1.899956, 0.705947, -0.159249], [5.608777, 1.157948, -1.848515], [1.737783, 5.161288, -1.681056], [-4.677938, 0.533400, -0.173309], [-5.523481, -2.990724, 4.550265], [5.773426, -0.916867, -3.981145], [1.199380, 2.702525, 4.305064], [3.459673, 1.381754, 0.803775], [2.051491, -2.594910, -5.038655], [-2.869439, 1.774133, -0.194707], [-2.164954, 2.897494, -1.904213], [3.289746, 1.649659, 3.407094], [-0.195697, 2.249249, -4.010791], [0.971927, 0.701867, 3.605596], [-0.086116, 3.660488, -5.633965], [-2.731462, -0.862629, 3.664345], [4.772406, -0.818711, -2.065424], [0.148572, 3.466331, -4.594777], [1.180546, -4.640133, -3.430299], [-4.186157, -2.107254, -3.943178], [4.542660, 1.042884, 1.801626], [-4.929063, 2.189204, 0.390944], [-0.488518, -4.800846, -0.560813], [1.383492, 0.755571, 0.465090], [-3.209132, -2.227930, -2.032561], [1.105762, 4.196928, -2.502708], [-0.591066, -2.066820, -5.570314], [-2.302369, 2.898316, 0.681193], [-1.308945, 3.152194, 0.326539], [-0.192547, -3.779659, -0.317499], [4.031496, -1.189179, -0.103029], [2.134585, -0.764768, -2.572357], [-3.063339, 2.363719, -1.608261], [-2.487595, 0.806141, 6.400738], [-3.257301, 1.605309, -2.358818], [0.108964, 1.983101, -2.696165], [2.291679, 5.664083, 0.314906], [-4.354217, -1.665296, 6.787965], [-2.404515, -4.208280, -1.883015], [1.481174, 4.372164, 2.616430], [-3.863685, -0.226399, -1.960989], [-3.846012, -2.032017, 2.345611], [-1.930041, 0.071056, 5.816169], [-1.252316, 0.583499, 5.133613], [5.927266, -1.278768, -2.964932], [-1.221302, -2.789777, -0.773572], [-0.458702, -4.035285, -3.169588], [-5.962620, -3.497744, 3.706458], [5.953119, 1.251513, 1.440939], [1.849046, 4.923867, -0.337283], [-3.902340, 3.060406, -1.591774], [0.073218, -4.461621, -4.806452], [1.090568, 1.732609, 3.312150], [3.597684, -1.457587, -2.575362], [4.340476, -0.525050, 2.253052], [0.116649, -0.701505, -4.665072], [0.383667, -4.032568, -3.853875], [-4.269640, -3.697810, -3.187062], [4.214314, 1.813284, 3.189084], [-4.087566, 1.013350, 1.415768], [-2.211113, 2.559603, 1.710087], [-1.601639, 0.001712, 2.496483], [2.101436, 6.081571, -2.121924], [4.361210, 1.007794, -3.124347], [-6.013197, -3.167992, 5.849779], [-0.707530, 1.506367, -4.606762], [4.973414, -1.298332, -0.634175], [3.905061, 1.035956, -1.418115], [2.777888, -0.589480, 4.218057], [1.372131, 3.398999, 1.616441], [-1.351171, -0.564344, 6.490158], [1.793030, -0.760128, 1.912625], [-3.861421, -1.485784, 5.500968], [0.877232, -2.595333, -4.058781], [1.416545, 3.700327, 0.198895], [1.732826, -2.961584, -6.014627], [1.057048, 5.386032, -4.285177], [1.270260, -2.121924, -2.777983], [2.850792, -3.225058, -4.655555], [1.399369, 4.026759, 3.952431], [1.148774, 2.406140, 5.346048], [0.755661, -3.552277, -0.802960], [-4.302153, -2.627309, -2.991105], [-0.276559, -1.159012, 0.224053], [5.721643, -0.704241, -0.115883], [-0.143597, 1.040499, -2.238926], [0.794525, 4.428866, -3.849455], [-2.079537, -0.490811, -0.727395], [2.425141, -1.580147, -5.128581], [-1.108699, -1.472408, -0.395464], [-2.946196, 3.777403, 0.651135], [-3.122881, -0.920282, -1.592732], [1.750674, -0.293562, -1.178885], [-1.092122, -1.736178, -3.894010], [3.444009, -1.020765, 4.753162], [-3.913117, -1.170983, 7.638721], [0.964645, 2.708900, -0.591851], [-6.853851, -3.829579, 6.004580], [-2.826909, -0.720715, 5.026059], [-5.855424, -2.688824, 7.921489], [1.166977, 2.050884, 1.965324], [2.971157, -1.246958, 2.715541], [1.629421, 5.408175, 2.345231], [-2.291553, -3.172186, -1.584803], [1.491322, 4.787369, 4.717624]],
  "forces_ev_per_angstrom": [[0.18, -0.15, -0.02], [-0.08, 0.00, -0.04], [-0.01, 0.50, -0.33], [0.35, 0.33, 0.31], [0.32, 0.18, 0.10], [-0.55, -0.42, 0.33], [-0.01, -0.12, -0.23], [0.06, -0.02, 0.06], [0.01, -0.13, 0.02], [0.10, 0.03, 0.03], [-0.21, -0.09, -0.03], [0.04, -0.11, -0.04], [0.17, -0.05, 0.17], [0.13, -0.23, 0.07], [0.58, 0.37, -0.41], [0.06, 0.00, 0.07], [-0.18, -0.29, 0.51], [-0.11, -0.06, -0.05], [0.30, 0.29, 0.42], [0.02, 0.05, -0.10], [-0.02, -0.34, -0.22], [-0.53, -0.39, -0.38], [-0.07, 0.03, 0.19], [-0.58, 0.55, 0.10], [0.03, 0.07, -0.07], [-0.30, 0.13, 0.21], [-0.10, -0.35, 0.54], [-0.07, 0.00, -0.02], [-0.03, -0.01, -0.02], [0.64, 0.69, -0.85], [0.80, 0.16, 0.17], [0.31, 0.74, 0.06], [0.09, -0.08, 0.04], [-0.03, 0.01, -0.05], [-0.59, 0.10, 0.07], [0.02, 0.11, -0.03], [0.02, -0.04, -0.01], [1.33, 1.71, 1.47], [-0.18, 0.01, -0.01], [0.07, -0.23, 0.30], [-0.05, -0.05, -0.09], [-0.08, -0.19, -0.04], [0.11, 0.10, 0.00], [0.04, 0.06, 0.01], [0.01, 0.03, 0.03], [0.13, 0.11, 1.54], [0.13, -0.15, 0.11], [0.01, 0.00, -0.03], [-0.03, -0.05, -0.12], [-0.08, 0.03, -0.50], [0.03, -0.05, 0.01], [-0.16, -0.22, -0.45], [0.05, -0.05, -0.03], [0.08, 0.03, -0.45], [-0.03, 0.06, 0.06], [0.07, 0.09, 0.01], [0.22, 0.22, 0.25], [0.01, 0.00, 0.01], [-0.38, 0.03, 0.13], [-0.02, -0.26, 0.01], [-0.10, -0.05, 0.06], [-0.06, -0.06, -0.10], [0.28, 0.02, 0.02], [0.16, 0.66, -0.70], [-0.02, 0.07, 0.02], [-0.03, -0.02, -0.08], [-0.12, 0.39, 0.69], [-0.66, -0.02, -0.21], [-0.18, 0.14, -0.09], [-0.02, 0.13, -0.11], [0.17, 0.37, 0.07], [-0.04, -0.05, -0.02], [0.54, -0.05, -0.31], [-0.01, -0.01, 0.07], [0.02, 0.04, 0.11], [-0.78, -0.85, 1.36], [-0.03, 0.07, 0.00], [0.09, 0.08, -0.13], [-0.10, -0.17, -0.57], [0.03, -0.12, 0.03], [-0.20, 0.03, -0.21], [0.06, 0.15, 0.09], [-0.23, -0.12, -0.38], [-0.02, -0.20, 1.26], [-0.01, 0.01, -0.03], [0.03, 0.19, -0.56], [-0.42, -0.24, 0.54], [-0.20, -0.36, -0.64], [-0.62, -1.28, -0.70], [-0.06, -0.05, -0.06], [0.03, 0.02, -0.05], [-0.09, 0.05, 0.02], [0.11, -0.08, 0.01], [-0.06, 0.30, 0.15], [0.02, 0.05, 0.13], [0.10, -0.04, -0.01], [0.06, 0.06, 0.06], [0.02, -0.18, 0.01], [0.11, 0.02, 0.02], [-0.01, -0.08, 0.05], [-0.15, -0.19, -0.47], [-0.13, -0.79, -0.43], [0.10, 0.09, -0.17], [0.02, 0.36, 0.02], [-0.07, 0.10, -0.04], [-0.10, 0.09, -0.06], [0.27, -0.81, -1.29], [-0.14, -0.02, 0.08], [0.22, -0.08, 0.32], [0.07, 0.07, 0.06], [0.81, 0.00, 0.75], [-0.05, -0.03, 0.01], [-0.04, -0.21, -0.58], [-0.02, -0.02, 0.03], [-0.38, -0.66, -0.87], [-0.33, 0.13, -0.17], [0.04, 0.20, 0.03], [0.08, 0.19, 0.18], [0.02, 0.08, 0.01]],
  "homo_energy_ev": [-2.606, -2.602],
  "spin_multiplicity": 2,
  "total_charge": -2
}